Computed, not measured: a structure of composition C8H7CoO6 in a non-equilibrium geometry, with the ωB97M-V functional and the def2-TZVPD basis.

Computed properties:
Max |F| ... 0.1530 hartree/bohr
Orbital gap (spin up / spin down) ... 5.73 / 5.72 eV
Lowest unoccupied orbital energy (spin up / spin down) ... -4.2 / -7.3 eV

```
! RIJCOSX wB97M-V def2-TZVPD def2/J DEFGRID3
* xyz 1 4
O -0.251 3.556 1.827
C 0.055 3.033 0.807
Co 0.024 -0.804 -1.551
C -0.019 -2.066 -0.360
O -0.039 -2.903 0.430
C -0.070 -1.811 -3.024
O -0.123 -2.424 -3.999
C 1.499 -0.070 -0.944
O 2.449 0.438 -0.543
C -1.406 0.036 -0.914
O -2.370 0.547 -0.533
H 0.108 2.199 -0.008
C -1.074 0.702 3.992
C 0.029 0.049 3.193
C 1.088 -0.664 4.004
O 0.071 0.102 1.965
H -0.901 0.607 5.072
H -2.029 0.242 3.710
H -1.117 1.755 3.701
H 1.110 -1.724 3.716
H 2.065 -0.236 3.748
H 0.901 -0.565 5.080
*
```